(1)
Computed, not measured: a structure of composition C16H14BrN2O2S3SbZn, with wB97M-V/def2-TZVPD.

```
40
Properties=species:S:1:pos:R:3:forces:R:3:nbo_charge:R:1
Zn 0.706 1.502 2.883 -0.0907 0.0465 0.2368 1.516
O -3.258 1.683 2.057 -0.1751 -0.1483 0.0614 -0.700
C -3.620 0.431 1.729 0.0015 0.1142 -0.0846 0.418
C -4.932 0.201 1.308 -0.0573 0.0339 -0.0275 -0.303
C -5.342 -1.070 0.937 0.0328 0.0221 0.0758 -0.196
C -4.459 -2.145 1.004 -0.0594 0.0621 -0.0039 -0.278
C -3.161 -1.915 1.437 0.0269 -0.0251 -0.0751 -0.183
C -2.719 -0.643 1.778 -0.0458 0.0305 0.1079 -0.182
C -1.274 -0.419 2.178 0.1810 0.2718 -0.1444 0.257
O -1.060 0.692 2.946 -0.1695 -0.4379 -0.3796 -0.976
N -0.510 -0.323 0.888 -0.0527 0.2307 0.5883 -0.430
N 0.749 0.068 0.937 0.0690 0.0289 0.0077 -0.231
C 1.445 0.087 -0.142 0.1957 0.0266 0.0866 -0.090
C 2.856 0.451 -0.202 -0.2464 0.0874 0.2671 -0.064
Br 3.645 1.072 1.404 -0.1361 -0.0098 0.0323 0.098
C 3.622 0.405 -1.294 -0.0099 -0.0488 -0.4486 -0.256
C 3.229 -0.122 -2.623 0.0316 -0.0669 0.0422 -0.065
C 3.645 0.545 -3.780 0.0072 0.0647 0.0746 -0.200
C 3.311 0.072 -5.040 -0.0120 0.0689 0.0203 -0.208
C 2.555 -1.085 -5.175 0.0584 -0.0369 0.0664 -0.226
C 2.162 -1.778 -4.038 0.0318 0.0442 0.0469 -0.216
C 2.503 -1.308 -2.776 0.0111 0.0517 -0.0170 -0.164
H -2.377 1.608 2.517 0.1204 -0.0252 -0.1211 0.524
H -5.613 1.049 1.285 0.0834 -0.1324 -0.0142 0.216
H -6.366 -1.226 0.614 0.0786 0.0091 0.0080 0.202
H -4.783 -3.144 0.731 0.0303 0.0719 0.0326 0.203
H -2.460 -2.745 1.509 -0.0350 0.0660 0.0068 0.202
H -0.919 -1.330 2.680 0.1118 -0.0587 0.1025 0.142
H -0.923 -0.615 0.021 -0.0967 -0.0894 -0.2676 0.368
H 0.976 -0.175 -1.085 -0.0269 -0.0527 -0.0962 0.180
H 4.620 0.820 -1.222 0.0099 -0.0648 -0.0233 0.224
H 4.226 1.456 -3.678 -0.0416 -0.0793 -0.0268 0.213
H 3.636 0.614 -5.922 -0.0198 -0.0387 0.0727 0.210
H 2.295 -1.457 -6.158 -0.0105 0.0138 0.0122 0.209
H 1.596 -2.698 -4.131 0.0119 0.0243 0.0072 0.209
H 2.220 -1.874 -1.896 0.0250 0.0095 -0.0565 0.209
S -0.286 4.337 6.158 0.2910 0.0787 -0.0426 -0.624
Sb 1.478 3.785 4.778 -0.4848 -0.4360 -0.2188 0.976
S 0.709 3.787 2.492 0.2235 0.0238 0.1689 -0.997
S 1.876 1.410 4.895 0.1374 0.2697 -0.0776 -0.992
```
Forces are in eV/Å.

Calculated values
- Orbital gap (alpha / beta): 6.7 / 5.9 eV
- HOMO (alpha / beta): -4.67 / -4.87 eV
- Spin multiplicity: 2
- Expectation value of S²: 0.76
- Relative energy (zero: lowest compared OMol25 entry of this formula, charge and spin): 0.00 kJ/mol
- Calculated total energy: -181401.673 eV
- Total charge: -1

=====

(2)
Computed, not measured: a structure of composition C16H14Cl2N2O3, with wB97M-V/def2-TZVPD.

```
37
Properties=species:S:1:pos:R:3:forces:R:3:nbo_charge:R:1
C 1.520 -1.956 6.557 2.1144 4.6926 -0.3247 -0.245
H 1.144 -2.856 6.292 -1.1545 -2.6310 -0.6372 0.203
H 1.167 -1.449 7.353 -1.4450 0.1773 3.7302 0.191
H 2.617 -1.867 6.653 -0.5433 -0.5857 -0.5154 0.195
O 1.047 -0.820 5.646 2.4726 -4.9036 -2.5915 -0.526
C 1.513 -1.394 4.416 0.1903 2.0857 -1.4418 0.879
O 2.123 -2.453 4.186 -2.4466 3.8332 0.8684 -0.575
N 1.189 -0.320 3.473 -0.4169 -0.4531 2.1066 -0.454
N 1.478 -0.438 2.196 -1.8210 1.4706 -2.7503 -0.165
C 0.907 0.404 1.325 10.9339 -14.5955 -2.3941 0.010
C 1.470 0.233 -0.103 -9.8395 6.6523 5.4605 -0.018
C 2.425 -0.512 -0.463 0.3632 -0.2760 -1.6460 -0.294
C 2.484 -0.399 -1.800 6.2724 -5.6681 -2.1682 0.082
C 2.057 0.255 -2.830 -5.2345 6.1711 1.5308 -0.253
C 1.044 1.280 -2.280 0.0938 -3.3445 1.1432 -0.026
C 0.575 1.046 -0.915 1.5123 3.3795 -4.1951 0.196
O -0.545 2.017 -0.522 6.8269 -2.4532 0.3205 -0.512
C -1.717 1.316 -0.360 -0.3931 1.5489 -4.5256 -0.071
C -2.098 0.941 -1.848 4.9717 -9.7102 9.1849 -0.050
C -1.804 -0.509 -2.184 1.8537 5.8832 6.4842 -0.183
C -2.181 -0.746 -3.363 5.3393 -12.8834 -2.7738 -0.243
C -2.935 -0.203 -4.177 -8.1358 11.0572 -6.6079 -0.226
C -3.292 1.171 -3.822 -2.1801 -0.6895 -1.1115 -0.179
C -2.956 1.505 -2.518 -4.8533 11.4083 -5.2502 -0.193
H -3.001 2.860 -2.214 -0.5482 -4.0630 -0.7558 0.161
H -3.987 1.921 -4.478 1.8739 -2.2431 1.5995 0.226
H -3.485 -0.289 -5.130 1.3629 -1.8445 0.2192 0.246
H -1.791 -1.801 -3.861 -0.8343 1.8492 1.6045 0.185
H -1.248 -1.135 -1.481 -0.0665 0.1741 -0.6308 0.228
H -1.654 0.514 0.292 -0.1427 -1.6326 1.3404 0.174
H -2.183 2.194 -0.045 -2.8353 0.5184 1.0445 0.208
Cl 0.282 2.346 -3.368 0.1088 0.1675 0.0156 0.070
H 2.301 0.290 -3.857 0.4870 -0.4255 -0.5874 0.262
Cl 3.729 -1.591 -2.366 0.4739 -0.5854 -0.3726 -0.101
H 2.703 -1.199 0.233 1.9618 -1.9715 1.1885 0.276
H 0.487 1.134 1.550 -7.3465 11.6712 3.6920 0.137
H 0.614 0.514 3.810 1.0243 -1.7811 -0.2535 0.384
```
Forces are in eV/Å.

Calculated values
- Orbital gap: 8.7 eV
- HOMO: -8.82 eV
- Relative energy (zero: lowest compared OMol25 entry of this formula, charge and spin): 1381.18 kJ/mol
- Calculated total energy: -50973.613 eV
- Total charge: 0

=====

(3)
Computed, not measured: a structure of composition C16H14ErN6Se2, with wB97M-V/def2-TZVPD.

```
39
Properties=species:S:1:pos:R:3:forces:R:3:nbo_charge:R:1
Er -0.168 -0.169 0.000 0.0318 0.0408 -0.0034 2.042
N 3.850 1.636 -0.313 -0.0455 -0.2376 -0.0793 -0.452
C 4.348 0.394 -0.655 0.0303 0.2193 -0.0346 -0.016
C 3.278 -0.436 -0.719 -0.1005 0.0027 0.0634 -0.065
N 2.129 0.274 -0.402 0.0383 -0.1115 -0.1683 -0.646
C 2.525 1.525 -0.181 -0.1655 0.3062 0.1486 0.338
C 1.524 2.526 0.181 0.3131 -0.1640 -0.1492 0.347
N 0.273 2.129 0.403 -0.1188 0.0297 0.1801 -0.649
C -0.438 3.277 0.720 0.0016 -0.0960 -0.0795 -0.061
C 0.391 4.348 0.654 0.2326 0.0262 0.0486 -0.026
N 1.634 3.851 0.312 -0.2565 -0.0472 0.0734 -0.451
H 4.410 2.466 -0.180 0.0317 -0.0058 -0.0085 0.460
H 5.399 0.234 -0.829 -0.0169 -0.0338 -0.0087 0.278
H 3.253 -1.479 -0.984 0.0254 -0.0078 0.0220 0.249
H -1.480 3.250 0.987 -0.0090 0.0250 -0.0236 0.249
H 0.230 5.399 0.827 -0.0340 -0.0162 0.0100 0.280
H 2.463 4.412 0.179 0.0005 0.0354 0.0056 0.460
Se -1.661 -2.497 -1.027 -0.0613 -0.0715 -0.2160 0.330
Se -2.495 -1.658 1.032 -0.0747 -0.0662 0.2206 0.329
C -3.284 -0.151 0.144 -0.2713 0.2137 -0.0742 0.006
C -4.645 0.053 0.140 0.0739 0.0917 -0.0685 -0.215
C -5.122 1.161 -0.565 -0.0582 -0.0618 0.0441 -0.076
C -4.228 1.981 -1.229 0.1021 0.0526 -0.0637 -0.206
C -2.872 1.696 -1.166 -0.0893 -0.0352 0.0458 0.075
N -2.398 0.648 -0.477 0.1580 0.0075 -0.0099 -0.634
C -0.152 -3.285 -0.141 0.2124 -0.2741 0.0701 0.007
C 0.054 -4.646 -0.138 0.0905 0.0758 0.0703 -0.215
C 1.164 -5.122 0.563 -0.0637 -0.0605 -0.0445 -0.076
C 1.985 -4.227 1.226 0.0535 0.1028 0.0649 -0.206
C 1.698 -2.871 1.164 -0.0402 -0.0934 -0.0427 0.075
N 0.647 -2.399 0.478 0.0157 0.1620 0.0103 -0.634
H -5.314 -0.625 0.651 -0.0066 -0.0022 0.0031 0.274
H -6.186 1.361 -0.602 0.0059 0.0050 0.0059 0.274
H -4.566 2.834 -1.801 -0.0196 -0.0056 0.0116 0.274
H -2.145 2.317 -1.674 0.0023 0.0118 -0.0046 0.229
H -0.625 -5.315 -0.648 -0.0012 -0.0068 -0.0041 0.274
H 1.365 -6.185 0.600 0.0053 0.0062 -0.0053 0.274
H 2.839 -4.564 1.797 -0.0049 -0.0202 -0.0128 0.274
H 2.319 -2.144 1.672 0.0128 0.0030 0.0029 0.229
```
Forces are in eV/Å.

Calculated values
- Orbital gap (alpha / beta): 7.7 / 7.7 eV
- HOMO (alpha / beta): -17.85 / -17.85 eV
- Spin multiplicity: 4
- Expectation value of S²: 3.75
- Calculated total energy: -184051.458 eV
- Total charge: +3